{"formula": "C11H12Cl2FNO2", "method": "ωB97M-V/def2-TZVPD", "species": ["C", "C", "O", "C", "C", "F", "C", "C", "O", "H", "H", "H", "H", "H", "H", "H", "H", "H", "Cl", "C", "C", "C", "C", "C", "Cl", "N", "H", "H", "H"], "positions_angstrom": [[1.840, 2.586, 0.606], [2.564, 1.340, 0.175], [3.474, 0.881, 0.815], [1.858, 0.417, -0.902], [2.708, -0.790, -1.289], [0.979, -0.097, 0.026], [0.896, 1.027, -2.012], [0.467, 0.234, -3.207], [0.378, 2.130, -1.826], [1.025, 2.842, -0.066], [1.427, 2.454, 1.615], [2.550, 3.423, 0.671], [2.187, -1.459, -1.987], [3.705, -0.599, -1.704], [2.852, -1.352, -0.354], [1.035, -0.686, -3.280], [-0.603, -0.007, -3.145], [0.588, 0.807, -4.136], [-0.018, -0.058, 2.882], [-1.514, -0.675, 2.315], [-2.615, -1.016, 3.129], [-3.777, -1.519, 2.531], [-3.766, -1.665, 1.138], [-2.606, -1.306, 0.422], [-2.368, -1.439, -1.277], [-1.551, -0.804, 1.010], [-2.494, -0.857, 4.184], [-4.627, -1.782, 3.112], [-4.593, -2.028, 0.555]], "forces_ev_per_a": [[-0.12, 0.61, 0.16], [-0.23, 0.06, -0.05], [0.19, 0.10, -0.55], [0.86, -0.05, -0.38], [0.23, -0.37, 0.00], [-1.68, -0.63, 0.37], [-0.76, 2.18, 0.89], [0.15, -0.52, -0.40], [0.99, -1.81, -0.48], [0.24, 0.04, 0.17], [0.24, -0.20, -0.21], [-0.08, -0.26, -0.07], [0.06, 0.27, 0.30], [-0.29, 0.38, 0.07], [0.09, 0.23, -0.37], [-0.15, -0.11, -0.27], [0.31, 0.12, 0.24], [0.12, 0.03, 0.39], [0.06, 0.12, 0.82], [-1.43, -0.45, -0.34], [0.73, 0.23, -0.27], [1.71, 0.55, -1.14], [0.52, 0.09, -0.73], [-0.33, 0.22, 1.47], [-0.72, -0.32, -0.46], [0.45, -0.05, -0.02], [-0.28, -0.10, 0.34], [-0.53, -0.15, 0.33], [-0.37, -0.18, 0.18]], "lowdin_charge": [-0.002, -0.347, 0.102, -0.348, -0.002, -0.015, -0.283, -0.007, 0.064, 0.058, 0.080, 0.096, 0.072, 0.098, 0.098, 0.057, 0.067, 0.100, 0.739, -0.724, -0.066, -0.045, -0.066, -0.728, 0.711, 0.000, 0.096, 0.101, 0.097], "e_above_lowest_ev": 0.826, "homo_lumo_gap_ev": 10.0, "e_lumo_ev": 0.5, "largest_force_ev_per_a": 2.47, "homo_energy_ev": -9.5, "smiles": "CC(=O)C(C)(F)C(C)=O.Clc1cccc(Cl)n1", "total_energy_ev": -44947.8983}


{"formula": "C25H26N4", "method": "ωB97M-V/def2-TZVPD", "species": ["C", "N", "C", "N", "C", "C", "N", "C", "C", "C", "C", "C", "C", "C", "C", "C", "C", "C", "C", "C", "C", "C", "N", "C", "C", "C", "C", "C", "C", "H", "H", "H", "H", "H", "H", "H", "H", "H", "H", "H", "H", "H", "H", "H", "H", "H", "H", "H", "H", "H", "H", "H", "H", "H", "H"], "positions_angstrom": [[-3.609, -2.646, 0.025], [-3.488, -1.223, 0.020], [-2.609, -0.313, 0.688], [-1.661, -0.914, 1.215], [-0.827, -1.779, 0.681], [0.646, -1.685, 1.148], [1.322, -0.174, 0.978], [1.971, 0.081, -0.216], [3.076, -1.036, -0.482], [3.860, -1.217, 0.526], [4.851, -2.199, 0.399], [5.333, -2.462, -0.950], [4.562, -1.787, -2.111], [3.409, -1.143, -1.917], [2.443, 1.485, 0.114], [3.175, 1.926, 0.958], [3.618, 3.282, 1.071], [3.621, 3.945, 0.074], [2.662, 3.685, -0.941], [2.157, 2.297, -1.181], [0.176, 0.759, 1.518], [-0.991, 0.069, 2.078], [-3.088, 0.815, 0.729], [-4.296, 0.730, -0.095], [-5.201, 1.901, -0.171], [-6.371, 1.625, -0.806], [-6.620, 0.499, -1.560], [-5.841, -0.586, -1.266], [-4.613, -0.428, -0.427], [-3.144, -3.016, 0.787], [-4.616, -3.052, -0.153], [-2.904, -3.082, -0.751], [-1.029, -2.956, 0.685], [-0.762, -1.414, -0.556], [1.191, -2.212, 0.511], [0.750, -1.950, 2.049], [1.216, 0.092, -1.168], [3.557, -1.175, 1.405], [5.551, -2.369, 1.140], [6.132, -3.099, -1.227], [4.809, -2.224, -3.107], [2.891, -0.668, -2.586], [3.474, 1.058, 1.806], [4.393, 3.360, 1.876], [4.122, 4.950, -0.072], [2.539, 4.345, -2.083], [1.624, 1.888, -2.041], [-0.281, 1.245, 0.680], [0.674, 1.660, 1.767], [-0.694, -0.337, 3.221], [-1.666, 0.956, 2.512], [-4.875, 3.062, 0.174], [-6.920, 2.392, -1.321], [-7.600, 0.433, -2.124], [-6.098, -1.395, -1.525]], "forces_ev_per_a": [[-0.01, 0.65, -5.43], [-3.15, 0.57, -1.83], [-7.68, -4.02, -4.85], [4.44, 2.67, 8.45], [4.63, -4.17, -6.74], [-2.18, 6.96, -5.26], [-5.01, -4.30, 4.54], [-1.28, -1.16, -1.03], [-3.73, 5.96, -5.36], [4.18, -5.01, -3.83], [2.75, 0.89, -5.68], [-4.20, 2.79, 0.16], [2.78, -4.51, 0.79], [2.57, -2.28, 7.34], [-6.57, -3.05, -15.25], [6.07, 0.77, 11.61], [3.54, -8.89, 10.78], [-1.57, 10.42, -10.56], [-1.64, -3.34, -7.48], [2.31, 4.46, 5.33], [2.19, -0.88, -4.38], [0.40, 1.36, 7.66], [-2.14, 4.69, -1.45], [1.65, 11.43, 5.35], [2.15, 0.75, 0.57], [0.22, 3.07, -2.36], [-0.81, -2.41, 1.21], [5.03, 9.30, 4.22], [-1.85, -6.85, -3.47], [1.82, -2.26, 5.38], [0.36, 0.55, 0.34], [-1.11, 0.33, -0.02], [-0.18, 2.46, 0.08], [-0.04, -1.65, 2.79], [2.29, -2.75, -2.53], [0.94, -1.91, 6.98], [1.59, 0.09, 1.72], [-2.86, 1.78, 7.91], [0.81, -0.97, 1.89], [0.69, -0.46, 0.11], [0.28, 1.07, 0.59], [-3.15, 2.26, -3.85], [-0.63, 2.80, -1.85], [-0.97, 0.64, -0.52], [-0.35, -1.27, 0.56], [0.65, -1.45, 4.05], [0.08, 0.53, 0.42], [-0.47, 0.01, -1.75], [0.18, 0.62, 2.43], [-0.72, 0.03, -3.02], [0.89, -2.26, -1.71], [-0.93, -3.77, -0.85], [-0.59, 1.32, 1.20], [1.56, -0.16, 0.55], [-3.21, -11.42, -3.95]], "lowdin_charge": [-0.042, 0.027, -0.477, -0.066, -0.181, -0.031, -0.064, -0.301, -0.137, -0.096, -0.024, 0.006, -0.060, -0.017, -0.273, -0.097, -0.132, -0.205, -0.054, 0.059, -0.126, -0.158, 0.203, -0.226, 0.009, -0.170, -0.097, 0.037, -0.129, 0.003, 0.110, 0.105, 0.156, 0.201, 0.059, 0.040, 0.160, 0.040, 0.073, 0.065, 0.104, 0.048, 0.196, 0.138, 0.138, 0.165, 0.087, 0.108, 0.106, 0.174, 0.168, 0.174, 0.091, 0.132, -0.017], "e_above_lowest_ev": 15.167, "homo_lumo_gap_ev": 8.8, "e_lumo_ev": 0.6, "largest_force_ev_per_a": 16.89, "homo_energy_ev": -8.2, "smiles": "Cn1c(N2CCN(C(c3ccccc3)c3ccccc3)CC2)nc2ccccc21", "total_energy_ev": -32290.1159}